22
Properties=species:S:1:pos:R:3 method="wB97M-V/def2-TZVPD" total_charge=0 homo_ev=-8.709 spin_multiplicity=1
N -1.13 1.32 2.14
C -0.75 0.98 0.70
C -1.93 1.02 -0.42
S -3.41 1.82 0.33
C 0.06 -0.25 0.43
N 1.09 0.20 -0.53
C 1.81 -0.82 -1.29
C 2.28 -2.17 -0.58
H -2.13 1.05 2.29
H -0.96 2.24 2.38
H -0.19 1.92 0.25
H -1.57 1.70 -1.15
H -2.08 0.10 -0.92
H -4.19 0.88 0.45
H 0.55 -0.76 1.27
H -0.58 -1.06 -0.09
H 1.83 0.74 -0.08
H 1.23 -1.15 -2.19
H 2.75 -0.38 -1.65
H 1.78 -2.37 0.37
H 3.32 -2.03 -0.49
H 2.23 -2.99 -1.23


19
Properties=species:S:1:pos:R:3 method="wB97M-V/def2-TZVPD" total_charge=0 homo_ev=-8.265 spin_multiplicity=1
C 0.95 1.24 -2.48
O 0.85 0.33 -1.38
C 0.78 0.88 -0.19
C -1.89 0.16 0.83
C -0.61 0.12 1.67
C 0.64 -0.23 0.84
C 0.67 -1.68 0.34
H 1.00 2.26 -2.10
H 0.07 1.10 -3.11
H 1.85 0.98 -3.05
H -1.79 0.90 0.03
H -2.76 0.45 1.44
H -2.12 -0.81 0.37
H -0.71 -0.61 2.48
H -0.46 1.10 2.14
H 1.51 -0.06 1.50
H 0.62 -2.37 1.19
H -0.18 -1.90 -0.32
H 1.58 -1.88 -0.22


23
Properties=species:S:1:pos:R:3 method="wB97M-V/def2-TZVPD" total_charge=0 homo_ev=-10.731 spin_multiplicity=1
C -0.54 2.03 1.50
C -1.10 0.72 0.91
C -0.73 0.49 -0.55
C 0.79 0.30 -0.81
C 1.01 -0.10 -2.27
C 1.44 -0.66 0.16
H -0.89 2.17 2.53
H -0.89 2.88 0.92
H 0.55 2.02 1.48
H -0.83 -0.13 1.55
H -2.19 0.82 0.96
H -1.25 -0.40 -0.90
H -1.02 1.37 -1.12
H 1.21 1.29 -0.67
H 1.22 0.75 -2.91
H 1.84 -0.81 -2.39
H 0.11 -0.54 -2.68
H 1.47 -0.27 1.16
H 2.47 -0.89 -0.13
H 0.93 -1.63 0.18
H -0.72 -2.77 1.53
H -1.34 -3.54 0.35
O -1.56 -3.11 1.19


45
Properties=species:S:1:pos:R:3 method="wB97M-V/def2-TZVPD" total_charge=0 homo_ev=-9.165 spin_multiplicity=1
C 4.45 3.24 3.36
H 5.03 3.30 2.44
H 3.61 3.93 3.34
H 5.08 3.43 4.22
S 3.80 1.55 3.50
O 4.90 0.63 3.41
O 2.96 1.49 4.67
C 2.78 1.38 2.04
C 3.34 0.83 0.91
C 2.53 0.72 -0.21
C 1.19 1.18 -0.19
C 0.66 1.74 0.97
C 1.46 1.83 2.08
H 1.09 2.24 3.01
H -0.37 2.08 0.96
N 0.52 1.01 -1.36
C 1.24 0.46 -2.27
N 0.85 0.16 -3.53
C -0.42 0.18 -4.10
O -0.54 -0.04 -5.27
C -1.58 0.58 -3.20
N -1.71 -0.26 -2.03
C -1.24 -1.55 -1.95
O -0.69 -2.12 -2.86
C -1.55 -2.07 -0.57
H -0.62 -2.43 -0.11
C -2.13 -0.88 0.19
C -2.18 0.25 -0.83
O -2.57 1.37 -0.67
H -1.47 -0.57 1.01
C -3.53 -1.13 0.78
C -3.59 -2.50 1.39
C -3.11 -3.52 0.69
C -2.53 -3.26 -0.66
H -2.01 -4.13 -1.05
H -3.33 -3.01 -1.36
H -3.13 -4.54 1.07
H -4.02 -2.61 2.37
H -3.77 -0.36 1.50
H -4.27 -1.07 -0.03
H -1.45 1.61 -2.85
H -2.49 0.52 -3.81
H 1.56 -0.20 -4.15
S 2.91 0.07 -1.78
H 4.36 0.48 0.93


7
Properties=species:S:1:pos:R:3 method="wB97M-V/def2-TZVPD" total_charge=0 homo_ev=-11.005 spin_multiplicity=1
C 1.23 0.20 0.33
N -0.78 0.74 0.47
N -1.54 0.01 0.16
N 1.25 -0.35 -0.72
O 1.61 0.67 1.30
O -2.29 -0.80 -0.20
H 0.53 -0.48 -1.34


83
Properties=species:S:1:pos:R:3 method="wB97M-V/def2-TZVPD" total_charge=+1 homo_ev="-10.134 / -10.211" s2=3.77 spin_multiplicity=4
Tc 0.35 -0.06 0.21
N 0.35 2.21 -2.57
C 1.58 1.63 -2.28
C 2.62 1.98 -3.15
C 3.88 1.49 -2.95
C 4.10 0.62 -1.88
C 3.04 0.31 -1.07
N 1.78 0.80 -1.25
C -0.91 2.15 -1.98
C -1.91 2.96 -2.53
C -3.15 2.98 -1.95
C -3.39 2.19 -0.82
C -2.37 1.40 -0.37
N -1.14 1.37 -0.93
H 0.43 2.98 -3.21
H 2.40 2.64 -3.99
H 4.68 1.75 -3.62
H 5.07 0.21 -1.67
H 3.15 -0.33 -0.21
H -1.69 3.56 -3.41
H -3.94 3.61 -2.36
H -4.35 2.17 -0.33
H -2.51 0.74 0.48
O -1.09 -3.11 0.88
S -1.49 -2.28 2.00
O -2.88 -2.31 2.38
N -0.96 -0.77 1.76
C -1.18 0.15 2.80
C -1.89 -0.06 3.96
C -2.02 0.96 4.92
C -1.47 2.20 4.75
C -0.74 2.46 3.57
C -0.15 3.71 3.30
C 0.53 3.90 2.13
C 0.63 2.84 1.22
N 0.09 1.66 1.46
C -0.60 1.44 2.61
C -0.53 -2.89 3.36
C -1.03 -3.97 4.07
C -0.25 -4.55 5.06
C 1.02 -4.04 5.33
C 1.51 -2.95 4.61
C 0.74 -2.37 3.62
H -2.38 -1.00 4.14
H -2.59 0.74 5.82
H -1.58 2.97 5.50
H -0.24 4.50 4.02
H 1.00 4.85 1.89
H 1.16 2.95 0.29
H -2.02 -4.34 3.86
H -0.63 -5.39 5.63
H 1.62 -4.49 6.11
H 2.49 -2.56 4.83
H 1.11 -1.53 3.04
O 1.71 -0.46 1.26
N 3.66 -9.98 1.48
C 3.30 -8.97 1.08
C 2.86 -7.69 0.59
C 2.49 -6.69 1.48
C 2.06 -5.46 1.01
C 2.01 -5.23 -0.36
C 2.37 -6.23 -1.26
C 2.79 -7.46 -0.78
N 1.56 -3.97 -0.85
C 1.19 -3.64 -2.15
C 0.75 -2.36 -2.10
N 0.86 -1.89 -0.81
C 1.36 -2.87 -0.10
H 2.53 -6.87 2.54
H 1.75 -4.71 1.72
H 2.33 -6.06 -2.32
H 3.08 -8.24 -1.48
H 1.24 -4.33 -2.96
H 0.34 -1.75 -2.89
H 1.58 -2.80 0.95
N -3.52 -2.99 -3.42
C -2.82 -2.84 -2.28
N -2.49 -3.94 -1.60
S -2.37 -1.31 -1.73
H -3.84 -3.88 -3.74
H -3.76 -2.16 -3.93
H -2.84 -4.85 -1.87
H -2.10 -3.81 -0.68


194
Properties=species:S:1:pos:R:3 method="wB97M-V/def2-TZVPD" total_charge=0 homo_ev=-8.405 spin_multiplicity=1
C -9.31 1.42 12.24
C -7.92 1.30 11.66
C -7.49 2.64 11.05
O -8.12 2.93 9.85
C -7.81 4.23 9.31
N -7.00 0.79 12.62
H -9.90 2.05 11.57
H -9.31 1.90 13.21
H -9.80 0.46 12.40
H -7.85 0.56 10.86
H -6.41 2.68 10.88
H -7.66 3.42 11.79
H -7.99 5.04 10.02
H -8.59 4.36 8.56
H -6.79 4.18 8.94
H -7.32 -0.09 12.99
H -6.95 1.22 13.54
C -15.23 -15.47 29.07
C -14.54 -14.17 28.55
C -15.62 -13.05 28.14
O -14.97 -11.76 27.84
C -15.84 -10.76 27.29
N -13.54 -13.70 29.48
H -15.71 -15.34 30.04
H -14.50 -16.27 28.98
H -15.97 -15.77 28.32
H -14.07 -14.35 27.58
H -16.38 -13.00 28.91
H -16.18 -13.34 27.25
H -15.26 -9.87 27.50
H -16.76 -10.72 27.89
H -16.08 -10.89 26.24
H -13.04 -12.94 29.04
H -12.72 -14.28 29.62
C -14.86 -4.58 20.27
C -14.01 -4.40 19.00
C -14.64 -3.65 17.83
O -14.68 -2.25 18.29
C -15.68 -1.43 17.73
N -12.72 -3.80 19.41
H -15.93 -4.69 20.07
H -14.69 -3.72 20.93
H -14.57 -5.49 20.79
H -13.68 -5.37 18.65
H -15.58 -4.09 17.52
H -13.95 -3.57 16.99
H -16.12 -1.80 16.82
H -15.27 -0.47 17.42
H -16.46 -1.25 18.47
H -12.85 -2.81 19.34
H -12.01 -4.02 18.73
C -22.47 -8.85 20.45
C -23.02 -7.60 19.76
C -21.93 -6.68 19.25
O -22.53 -5.58 18.63
C -21.80 -4.50 18.31
N -23.83 -8.08 18.64
H -21.94 -8.69 21.39
H -21.82 -9.37 19.74
H -23.25 -9.54 20.75
H -23.64 -7.18 20.55
H -21.32 -7.10 18.45
H -21.26 -6.34 20.04
H -22.33 -3.93 17.55
H -20.96 -4.87 17.71
H -21.60 -3.91 19.20
H -23.61 -7.43 17.90
H -23.35 -8.93 18.35
C -20.48 -15.14 14.39
C -19.90 -13.76 14.51
C -18.78 -13.20 13.57
O -18.60 -11.85 13.82
C -17.42 -11.37 13.18
N -21.09 -12.88 14.42
H -19.71 -15.87 14.64
H -20.87 -15.34 13.40
H -21.27 -15.29 15.13
H -19.50 -13.70 15.52
H -19.19 -13.38 12.58
H -17.85 -13.70 13.81
H -17.46 -11.52 12.10
H -16.52 -11.88 13.50
H -17.27 -10.37 13.61
H -21.72 -13.21 13.70
H -20.83 -12.00 14.01
C -16.55 -2.86 10.29
C -17.26 -2.62 8.98
C -18.29 -1.51 8.97
O -19.52 -1.86 9.62
C -20.57 -0.96 9.44
N -16.21 -2.31 7.98
H -16.10 -2.00 10.79
H -15.77 -3.58 10.05
H -17.19 -3.38 11.00
H -17.77 -3.55 8.74
H -18.46 -1.18 7.94
H -17.84 -0.63 9.43
H -21.49 -1.53 9.58
H -20.56 -0.45 8.47
H -20.52 -0.12 10.13
H -15.70 -3.17 7.86
H -16.72 -2.40 7.11
C -20.97 5.83 15.93
C -21.73 4.61 15.47
C -22.73 4.09 16.48
O -22.09 3.42 17.54
C -22.96 3.02 18.53
N -22.46 4.97 14.26
H -21.78 6.47 16.30
H -20.41 6.22 15.08
H -20.22 5.64 16.69
H -21.06 3.84 15.11
H -23.45 3.44 15.97
H -23.32 4.93 16.84
H -23.73 2.40 18.07
H -23.41 3.88 19.02
H -22.51 2.45 19.35
H -21.85 5.38 13.58
H -23.08 5.73 14.49
C -8.70 -7.79 15.41
C -8.40 -6.40 14.67
O -7.99 -5.51 15.67
H -9.44 -7.53 16.17
H -7.80 -8.05 15.98
H -9.06 -8.56 14.73
H -9.28 -6.01 14.15
H -7.66 -6.55 13.88
H -7.15 -5.74 16.07
C -9.47 0.84 21.18
C -10.47 0.53 22.26
O -10.15 -0.48 23.13
H -9.29 0.07 20.43
H -8.46 0.96 21.58
H -9.72 1.70 20.55
H -11.44 0.26 21.83
H -10.61 1.47 22.80
H -10.19 -1.33 22.68
C -10.27 -9.99 24.10
C -9.93 -8.82 24.96
O -8.61 -8.94 25.50
H -11.26 -9.99 23.64
H -10.44 -10.87 24.73
H -9.56 -10.13 23.28
H -10.64 -8.69 25.77
H -10.19 -7.98 24.31
H -8.59 -8.60 26.40
C -14.20 -13.75 20.20
O -14.20 -14.63 21.38
C -14.88 -15.88 21.26
C -14.53 -16.84 22.40
N -13.17 -17.35 22.16
C -12.61 -18.25 23.16
C -11.41 -18.88 22.56
O -10.27 -18.05 22.81
C -9.02 -18.64 22.76
H -13.41 -14.08 19.53
H -14.02 -12.81 20.72
H -15.13 -13.76 19.64
H -14.65 -16.35 20.30
H -15.95 -15.70 21.23
H -15.19 -17.71 22.41
H -14.59 -16.28 23.33
H -12.61 -16.64 21.71
H -13.29 -19.09 23.30
H -12.34 -17.76 24.10
H -11.58 -19.15 21.52
H -11.29 -19.80 23.12
H -8.24 -17.89 22.84
H -8.76 -19.22 21.87
H -8.93 -19.30 23.62
C -17.43 0.02 27.83
O -18.72 -0.57 27.81
C -18.65 -1.93 27.33
C -19.98 -2.71 27.37
N -20.95 -2.43 26.25
C -22.09 -3.36 26.09
C -23.13 -3.30 27.17
O -23.71 -2.02 26.92
C -24.63 -1.65 27.93
H -16.58 -0.50 28.28
H -17.51 0.98 28.35
H -17.17 0.16 26.78
H -18.00 -2.48 28.01
H -18.34 -1.89 26.28
H -20.38 -2.62 28.38
H -19.83 -3.79 27.40
H -21.18 -1.44 26.21
H -21.65 -4.36 26.03
H -22.56 -3.29 25.10
H -22.72 -3.28 28.18
H -23.74 -4.20 27.15
H -25.36 -2.38 28.29
H -25.19 -0.79 27.56
H -24.24 -1.29 28.88


42
Properties=species:S:1:pos:R:3 method="wB97M-V/def2-TZVPD" total_charge=0 homo_ev=-8.675 spin_multiplicity=1
C -3.47 -2.12 0.45
C -2.79 -0.79 0.41
C -1.53 -0.65 0.98
C -0.84 0.55 0.98
C -1.43 1.68 0.43
C -2.68 1.58 -0.12
C -3.36 0.36 -0.15
N -4.65 0.36 -0.78
O -5.13 -0.70 -1.11
O -5.19 1.43 -0.94
H -3.17 2.45 -0.56
H -0.92 2.64 0.45
C 0.53 0.55 1.59
O 0.82 -0.15 2.54
N 1.41 1.39 0.99
H 1.15 1.79 0.10
C 2.82 1.28 1.26
H 3.29 2.26 1.22
H 2.90 0.88 2.28
C 3.56 0.32 0.30
C 2.69 -0.85 -0.08
C 2.84 -2.18 0.19
C 1.73 -2.83 -0.39
C 0.99 -1.86 -0.99
O 1.57 -0.66 -0.81
H 0.08 -1.89 -1.56
H 1.52 -3.88 -0.37
H 3.63 -2.63 0.76
N 4.16 1.04 -0.82
C 5.05 0.19 -1.59
H 5.59 0.80 -2.31
H 4.52 -0.60 -2.15
H 5.77 -0.28 -0.92
C 3.23 1.74 -1.68
H 2.72 2.52 -1.11
H 3.80 2.24 -2.47
H 2.48 1.09 -2.16
H 4.41 -0.10 0.86
H -1.06 -1.51 1.45
H -4.49 -2.03 0.81
H -2.91 -2.80 1.08
H -3.53 -2.53 -0.56